ORCA calculation (wB97M-V/def2-TZVPD) on a cluster of 13 separate species, C39H66O39 in total in a non-equilibrium geometry.

```
144
Properties=species:S:1:pos:R:3
C 0.33 5.60 5.81
C 1.58 5.97 4.99
O 1.28 5.46 3.69
C 0.33 4.54 3.81
O 0.08 3.70 2.98
O -0.20 4.55 5.02
H -0.36 6.42 5.97
H 0.72 5.34 6.80
H 2.52 5.48 5.27
H 1.84 7.03 4.90
C -1.72 -0.18 -3.24
C -2.48 -0.47 -1.93
O -3.80 -0.64 -2.40
C -3.95 -0.06 -3.60
O -4.99 0.05 -4.18
O -2.76 0.28 -4.09
H -1.30 -1.09 -3.67
H -0.86 0.45 -3.01
H -2.35 0.35 -1.23
H -2.05 -1.40 -1.55
C -6.39 -0.69 2.54
C -5.87 -1.97 1.80
O -4.77 -1.50 1.05
C -4.65 -0.17 1.18
O -3.87 0.47 0.56
O -5.60 0.34 1.99
H -6.17 -0.88 3.59
H -7.45 -0.60 2.31
H -6.67 -2.30 1.13
H -5.64 -2.78 2.49
C 4.20 0.66 1.96
C 5.28 1.09 2.95
O 6.46 0.47 2.44
C 6.23 0.01 1.19
O 7.08 -0.24 0.39
O 4.93 -0.02 0.96
H 3.55 1.46 1.62
H 3.57 -0.02 2.54
H 5.02 0.79 3.95
H 5.39 2.17 2.88
C 0.92 1.66 -5.06
C -0.09 2.01 -6.15
O -0.15 0.83 -6.94
C 0.43 -0.23 -6.28
O 0.47 -1.35 -6.68
O 0.97 0.24 -5.17
H 0.53 1.97 -4.09
H 1.93 2.03 -5.23
H 0.15 2.90 -6.71
H -1.06 2.19 -5.68
C -1.11 3.33 -0.97
C -2.03 3.89 0.11
O -3.16 4.25 -0.68
C -3.14 3.62 -1.88
O -4.01 3.70 -2.69
O -2.02 2.90 -1.99
H -0.62 2.45 -0.57
H -0.37 4.00 -1.41
H -1.59 4.77 0.59
H -2.23 3.13 0.86
C -0.78 0.79 1.91
O -0.50 0.45 0.54
C 0.57 -0.30 0.29
O 1.24 -0.91 1.07
O 0.66 -0.35 -1.04
C 1.61 -1.24 -1.62
H 0.09 1.36 2.23
H -0.93 -0.15 2.45
H -1.78 1.21 2.01
H 1.32 -2.27 -1.42
H 2.64 -1.16 -1.28
H 1.62 -1.09 -2.70
C 6.29 -1.80 -2.96
O 6.21 -1.19 -4.24
C 5.03 -1.04 -4.76
O 3.98 -1.29 -4.19
O 5.14 -0.72 -6.04
C 4.03 -0.46 -6.89
H 7.32 -1.85 -2.61
H 6.03 -2.86 -2.93
H 5.70 -1.24 -2.24
H 4.34 -0.60 -7.92
H 3.76 0.59 -6.77
H 3.18 -1.08 -6.61
C 2.94 -3.54 -8.92
O 2.31 -3.89 -7.70
C 2.95 -3.85 -6.54
O 4.15 -3.76 -6.45
O 2.06 -3.96 -5.56
C 2.58 -4.30 -4.29
H 3.47 -2.61 -8.74
H 2.22 -3.41 -9.72
H 3.70 -4.30 -9.11
H 1.95 -5.09 -3.88
H 2.68 -3.43 -3.64
H 3.61 -4.66 -4.35
C -4.14 -2.82 6.11
O -3.09 -2.46 5.20
C -3.09 -3.01 3.98
O -3.80 -3.90 3.58
O -2.06 -2.52 3.34
C -1.89 -2.84 1.95
H -4.05 -3.88 6.37
H -5.13 -2.60 5.71
H -3.92 -2.16 6.94
H -0.91 -3.31 1.85
H -1.85 -1.93 1.35
H -2.64 -3.54 1.60
C -1.03 -3.97 -2.90
O -1.59 -5.10 -2.26
C -0.90 -5.59 -1.26
O 0.14 -5.16 -0.84
O -1.50 -6.70 -0.81
C -0.97 -7.24 0.39
H -0.03 -4.17 -3.28
H -0.90 -3.13 -2.21
H -1.68 -3.69 -3.72
H -1.65 -8.02 0.72
H -0.93 -6.56 1.24
H 0.00 -7.72 0.25
C -5.03 4.97 3.09
O -4.10 3.91 3.25
C -4.55 2.79 3.73
O -5.62 2.53 4.20
O -3.56 1.88 3.64
C -3.62 0.67 4.32
H -4.52 5.86 2.72
H -5.52 5.14 4.05
H -5.77 4.78 2.31
H -3.33 0.95 5.35
H -2.89 -0.12 4.12
H -4.62 0.27 4.46
C 5.10 4.49 5.39
O 4.46 3.35 4.84
C 3.25 3.04 5.31
O 2.74 3.40 6.33
O 2.74 2.10 4.51
C 1.48 1.53 4.90
H 5.83 4.95 4.73
H 5.58 4.29 6.34
H 4.35 5.26 5.58
H 0.67 2.27 4.92
H 1.66 1.02 5.84
H 1.22 0.78 4.16
```

Values from the calculation:
Orbital gap   10.37 eV
Highest occupied orbital energy   -10.27 eV
Charge   0

Atom charges from the Mulliken analysis, given in e for atoms 1 to 2: -0.291, 0.365



ORCA calculation (wB97M-V/def2-TZVPD) on a structure of composition C39H67Br3O21 in a non-equilibrium geometry.

```
130
Properties=species:S:1:pos:R:3
C 7.00 0.67 3.14
C 6.34 -0.33 2.19
C 5.50 0.35 1.12
O 6.16 0.04 -0.09
C 7.24 -0.77 0.12
O 7.92 -1.18 -0.75
O 7.39 -0.95 1.44
H 7.41 1.55 2.65
H 7.76 0.23 3.78
H 6.19 1.08 3.75
H 5.77 -1.11 2.70
H 5.49 1.44 1.24
H 4.47 -0.01 1.10
C -4.02 5.64 -2.06
C -3.52 4.48 -1.19
C -4.53 3.33 -0.98
O -3.89 2.18 -1.50
C -2.68 2.49 -1.96
O -1.87 1.66 -2.25
O -2.43 3.81 -1.83
H -4.72 5.32 -2.84
H -3.14 6.02 -2.58
H -4.45 6.51 -1.56
H -3.24 4.95 -0.25
H -5.49 3.56 -1.45
H -4.66 3.10 0.07
C -4.22 -1.58 -2.03
C -3.22 -2.55 -1.43
C -2.79 -3.70 -2.37
O -1.37 -3.64 -2.32
C -0.95 -2.54 -1.67
O 0.19 -2.18 -1.61
O -2.00 -1.83 -1.26
H -4.44 -0.78 -1.31
H -5.11 -2.12 -2.37
H -3.79 -1.17 -2.94
H -3.59 -2.94 -0.48
H -3.17 -3.63 -3.38
H -3.13 -4.65 -1.94
C 1.17 -0.33 -4.63
C -0.29 0.04 -4.51
C -0.94 0.73 -5.70
O -2.20 0.09 -5.79
C -2.21 -1.04 -5.06
O -3.12 -1.81 -5.03
O -1.07 -1.17 -4.39
H 1.49 -0.96 -3.80
H 1.82 0.55 -4.64
H 1.31 -0.86 -5.58
H -0.40 0.63 -3.59
H -0.34 0.55 -6.60
H -1.11 1.78 -5.46
C -2.05 -6.29 0.67
C -2.73 -5.83 1.96
C -1.82 -5.81 3.19
O -1.51 -4.43 3.31
C -2.32 -3.67 2.55
O -2.22 -2.48 2.53
O -3.13 -4.45 1.81
H -1.29 -5.58 0.33
H -2.80 -6.39 -0.11
H -1.60 -7.26 0.86
H -3.67 -6.35 2.09
H -0.91 -6.40 3.05
H -2.29 -6.26 4.07
C 1.36 -2.87 4.15
C 2.01 -1.95 5.15
O 1.99 -2.22 6.32
C 2.59 -0.67 4.62
H 0.44 -3.28 4.58
H 1.88 -3.76 3.80
H 1.09 -2.39 3.21
H 2.70 0.03 5.45
H 1.96 -0.20 3.87
H 3.58 -0.85 4.18
C -4.23 0.06 1.54
C -5.65 -0.29 1.21
O -6.39 0.58 0.81
C -6.21 -1.67 1.53
H -4.06 -0.01 2.61
H -3.94 1.03 1.14
H -3.51 -0.63 1.08
H -5.41 -2.40 1.61
H -6.94 -1.88 0.75
H -6.81 -1.51 2.43
C -0.27 -0.29 0.86
C 1.11 0.20 0.56
O 2.06 -0.10 1.26
C 1.20 1.23 -0.55
H -0.94 0.00 0.06
H -0.59 0.14 1.81
H -0.41 -1.36 1.02
H 1.79 2.04 -0.11
H 0.19 1.57 -0.77
H 1.63 0.81 -1.45
C 3.08 -3.68 -1.23
C 3.94 -2.60 -1.86
O 4.89 -2.92 -2.52
C 3.66 -1.14 -1.67
H 3.57 -4.62 -1.46
H 2.11 -3.68 -1.72
H 3.02 -3.59 -0.14
H 4.29 -0.50 -2.28
H 3.70 -0.82 -0.63
H 2.65 -0.87 -2.01
C 0.52 3.87 -4.05
C 0.66 4.98 -3.01
O 0.69 6.15 -3.31
C 0.70 4.55 -1.58
H 1.25 3.11 -3.81
H 0.69 4.29 -5.04
H -0.54 3.60 -4.05
H 0.01 3.74 -1.35
H 0.50 5.44 -0.99
H 1.73 4.23 -1.36
C 2.80 5.06 1.74
C 3.63 3.85 2.15
O 4.74 3.73 1.68
C 3.01 2.87 3.10
H 1.81 5.03 2.20
H 2.65 5.12 0.66
H 3.32 5.94 2.10
H 3.82 2.32 3.58
H 2.39 2.15 2.56
H 2.43 3.40 3.86
C -1.68 2.88 3.89
Br 0.03 3.07 4.83
Br -2.77 1.41 4.57
Br -1.40 2.79 1.95
H -2.30 3.75 4.05
```

Values from the calculation:
Orbital gap   8.04 eV
Highest occupied orbital energy   -8.94 eV
Charge   0

Atom charges from the Mulliken analysis, given in e for atoms 1 to 2: -1.364, 0.460



ORCA calculation (wB97M-V/def2-TZVPD) on a structure of composition C39H68Cl28N in a non-equilibrium geometry.

```
136
Properties=species:S:1:pos:R:3
C 2.39 -4.42 -0.83
C 1.30 -4.06 -0.17
C 0.01 -3.29 0.38
C -0.02 -1.68 0.06
C 0.65 -1.31 -1.35
Cl 1.01 0.53 -1.55
C -0.13 -1.69 -2.69
C 1.02 -1.96 -3.84
Cl -1.22 -3.13 -2.73
C -1.58 -1.26 0.23
C -2.17 -0.05 -0.64
Cl -3.24 -0.44 -2.12
C -2.06 1.35 -0.41
C -1.26 1.94 0.83
Cl -2.86 2.60 -1.53
C -2.14 -1.14 1.74
C -1.11 -1.00 2.93
N 0.34 -1.28 2.67
C 0.86 -1.03 1.30
C 2.45 -1.24 1.20
Cl 3.29 0.43 1.00
C 3.16 -1.86 2.53
C 4.79 -1.63 2.36
Cl 2.90 -3.65 2.77
H 3.34 -4.67 -1.45
H -0.89 -3.86 -0.10
H -0.07 -3.54 1.50
H 1.73 -1.75 -1.49
H -0.66 -0.73 -3.08
H 1.84 -2.68 -3.43
H 0.48 -2.58 -4.68
H 1.48 -0.99 -4.24
H -2.17 -2.18 -0.19
H -1.48 1.48 1.86
H -0.12 1.98 0.57
H -1.56 3.06 0.94
H -2.83 -0.20 1.75
H -2.86 -2.02 1.99
H -1.44 -1.73 3.77
H -1.18 0.05 3.43
H 0.86 -0.63 3.30
H 0.54 -2.23 3.06
H 0.73 0.13 1.16
H 2.85 -1.86 0.32
H 2.89 -1.25 3.49
H 5.13 -0.63 2.86
H 5.29 -2.47 2.98
H 5.10 -1.72 1.26
Cl -1.64 -8.02 3.78
C -1.08 -6.83 2.59
C 0.30 -6.30 2.91
Cl 0.32 -5.29 4.38
H -1.82 -6.02 2.55
H -1.08 -7.33 1.62
H 0.66 -5.68 2.09
H 1.02 -7.12 3.05
Cl 1.46 2.22 3.03
C 2.27 3.38 1.95
C 2.01 4.82 2.35
Cl 0.32 5.30 2.09
H 1.94 3.18 0.93
H 3.34 3.17 2.00
H 2.63 5.49 1.75
H 2.25 4.99 3.40
Cl -4.28 -0.84 3.99
C -5.54 0.23 3.31
C -6.68 -0.56 2.71
Cl -6.17 -1.43 1.23
H -5.07 0.88 2.58
H -5.90 0.84 4.13
H -7.51 0.11 2.41
H -7.09 -1.29 3.41
Cl -0.33 -9.34 -2.00
C 0.19 -8.15 -3.22
C 1.58 -7.61 -2.93
Cl 1.61 -6.59 -1.47
H -0.55 -7.35 -3.26
H 0.19 -8.66 -4.19
H 1.92 -6.99 -3.76
H 2.30 -8.42 -2.80
Cl 4.61 3.83 4.93
C 5.92 5.04 5.01
C 5.43 6.43 4.66
Cl 4.99 6.58 2.94
H 6.72 4.72 4.34
H 6.30 5.03 6.03
H 6.22 7.16 4.84
H 4.56 6.72 5.25
Cl -0.09 -5.03 -6.00
C -1.36 -3.98 -6.67
C -2.51 -4.77 -7.26
Cl -2.04 -5.65 -8.74
H -0.90 -3.32 -7.42
H -1.72 -3.35 -5.85
H -3.32 -4.10 -7.54
H -2.90 -5.50 -6.54
Cl 1.20 -7.91 -6.48
C 1.79 -9.57 -6.73
C 3.24 -9.73 -6.34
Cl 4.33 -8.86 -7.45
H 1.62 -9.84 -7.77
H 1.16 -10.22 -6.10
H 3.53 -10.79 -6.38
H 3.43 -9.37 -5.33
Cl -7.48 1.97 5.62
C -8.68 2.94 4.74
C -9.70 2.09 4.01
Cl -9.02 1.18 2.60
H -8.14 3.60 4.06
H -9.19 3.56 5.48
H -10.48 2.73 3.60
H -10.16 1.36 4.68
Cl -5.71 2.86 2.78
C -5.00 3.93 1.55
C -5.03 5.39 1.97
Cl -6.68 6.04 2.02
H -5.54 3.77 0.61
H -3.96 3.61 1.41
H -4.47 5.99 1.26
H -4.58 5.53 2.96
Cl 2.22 7.96 0.71
C 2.75 9.17 -0.49
C 4.13 9.71 -0.18
Cl 4.14 10.72 1.29
H 2.00 9.96 -0.52
H 2.75 8.67 -1.46
H 4.47 10.35 -1.00
H 4.86 8.91 -0.05
Cl 3.98 8.53 -3.48
C 4.50 9.73 -4.69
C 5.88 10.28 -4.39
Cl 5.91 11.29 -2.93
H 3.75 10.53 -4.72
H 4.50 9.23 -5.66
H 6.22 10.91 -5.22
H 6.61 9.48 -4.26
```

Values from the calculation:
Orbital gap   8.90 eV
Highest occupied orbital energy   -11.19 eV
Charge   +1

Atom charges from the Mulliken analysis, given in e for atoms 1 to 2: -0.594, -0.672



no.,calculated total energy (Eh)
1,-4460.07376
2,-10828.38127
3,-14466.46119